Record 1
The following is a DFT calculation (the ωB97M-V functional and the def2-TZVPD basis) of an isolated molecule of C5H10.

Last column: natural (NBO) charge in e.
Geometry (Å):
1 C -2.4558 -0.1405 -0.0385  -0.6213
2 C -0.9244 -0.2843 0.1243  -0.1657
3 C -0.1064 0.6976 -0.0948  -0.2244
4 C 1.3861 0.6752 0.1124  -0.4062
5 C 2.0641 -0.7234 -0.0949  -0.6048
6 H -2.8938 0.7271 -0.3830  0.2083
7 H -2.6751 -1.1510 -0.8052  0.1941
8 H -3.0341 -0.2930 0.9207  0.2144
9 H -0.6960 -1.4418 0.5691  0.1999
10 H -0.3639 1.5967 -0.4751  0.1950
11 H 1.7328 0.9550 1.2263  0.2004
12 H 1.7016 1.3333 -0.5897  0.1936
13 H 3.1217 -0.6901 0.1780  0.2126
14 H 1.4030 -1.2904 0.5578  0.2064
15 H 1.9222 -1.0935 -1.2503  0.1979

Values from the calculation:
- total charge = 0
- orbital gap (eV) = 10.47
- total energy (eV) = -5344.3962
- structure (SMILES) = C/C=C/CC

Record 2
The following is a DFT calculation (the ωB97M-V functional and the def2-TZVPD basis) of a structure of composition C27H43N3O5PSi2Ta.

Last column: Mulliken charge in e.
Geometry (Å):
1 Ta 0.6007 0.3923 0.2479  0.6404
2 C 2.1223 1.8008 3.9695  -1.4449
3 C 1.0249 1.0445 3.3310  0.9595
4 O 1.0888 1.0463 1.9349  -0.5165
5 C 0.0027 0.4129 3.9019  -1.4833
6 C -0.9721 -0.2011 2.9925  1.0867
7 C -2.4202 0.1824 3.0456  -1.3022
8 N -0.5740 -1.0866 2.1275  0.0752
9 N 0.5548 -1.8036 2.5290  -0.5299
10 C 1.4977 -1.9544 1.7059  0.3567
11 O 1.4734 -1.2083 0.5219  0.5289
12 C 2.6492 -2.8364 1.8976  0.5548
13 C 2.6309 -3.7637 2.9375  -0.5254
14 C 3.7166 -4.5988 3.1205  -0.7542
15 C 4.8176 -4.5153 2.2737  -0.4535
16 C 4.8381 -3.5879 1.2410  -0.9828
17 C 3.7526 -2.7458 1.0523  -0.1335
18 H 2.1604 2.8223 3.5858  0.3101
19 H 3.0812 1.3257 3.7505  0.3323
20 H 1.9823 1.8234 5.0475  0.4209
21 H -0.1428 0.4545 4.9729  0.5318
22 H -2.6208 0.7679 3.9414  0.4292
23 H -3.0368 -0.7161 3.0486  0.4336
24 H -2.7231 0.7692 2.1807  0.0925
25 H 1.7668 -3.8268 3.5853  0.4655
26 H 3.7057 -5.3218 3.9251  0.4443
27 H 5.6607 -5.1778 2.4201  0.4197
28 H 5.6964 -3.5203 0.5861  0.4468
29 H 3.7729 -2.0148 0.2555  0.3170
30 C -3.1418 -0.8299 -3.4465  -1.3078
31 Si -2.3517 -0.0112 -1.9842  0.5484
32 C -3.3424 -0.4361 -0.4651  -0.7339
33 C -2.4564 1.7865 -2.4894  -0.7274
34 C -0.5206 -0.4286 -1.5781  1.8652
35 C 0.4769 0.3465 -2.3717  -0.9259
36 C 0.5185 0.5696 -3.7514  -0.8243
37 C 1.5493 1.3030 -4.2914  -0.6042
38 C 2.5581 1.8444 -3.4758  -0.9794
39 C 2.4973 1.6248 -2.1341  -0.5202
40 N 1.4856 0.8834 -1.6119  0.3519
41 Si -0.0903 -2.3342 -1.8831  0.4459
42 C 1.7564 -2.4632 -2.1077  -0.4988
43 C -0.7239 -2.9841 -3.5007  -1.1990
44 C -0.8236 -3.3445 -0.5185  -0.9507
45 H -4.0789 -0.2876 -3.6158  0.3951
46 H -3.4011 -1.8748 -3.3009  0.3466
47 H -2.5537 -0.7425 -4.3629  0.3462
48 H -4.1703 0.2663 -0.3147  0.5143
49 H -2.7264 -0.4614 0.4311  -0.2826
50 H -3.7904 -1.4283 -0.5750  0.5259
51 H -3.5069 2.0270 -2.6834  0.4860
52 H -1.9253 1.9352 -3.4350  0.3585
53 H -2.0783 2.5234 -1.7952  -0.0273
54 H -0.2607 0.1461 -4.3715  0.4835
55 H 1.5859 1.4661 -5.3619  0.5256
56 H 3.3722 2.4198 -3.8927  0.5133
57 H 3.2421 2.0033 -1.4474  0.5738
58 H 2.0454 -1.9571 -3.0345  0.3474
59 H 2.0103 -3.5200 -2.2354  0.5353
60 H 2.3691 -2.0803 -1.3005  -0.3279
61 H -0.5399 -2.3188 -4.3481  0.2956
62 H -1.7766 -3.2494 -3.4861  0.3796
63 H -0.1636 -3.9058 -3.6954  0.4093
64 H -0.7533 -2.8864 0.4656  0.1343
65 H -0.3443 -4.3277 -0.4754  0.4650
66 H -1.8842 -3.5130 -0.7281  0.3954
67 C -3.7870 3.4002 0.5902  -0.6609
68 O -2.3643 3.5064 0.2948  -0.4167
69 P -1.3111 2.4503 0.7953  0.1361
70 O -0.0618 2.7536 -0.2152  -0.1900
71 C 0.2505 3.9916 -0.9224  -0.8547
72 O -0.9156 2.9879 2.2225  0.1654
73 C -1.1144 4.3096 2.7864  -0.8620
74 H -4.2079 4.3827 0.4113  0.3102
75 H -3.9396 3.1148 1.6311  0.3709
76 H -4.2380 2.6717 -0.0782  0.1599
77 H 0.2743 3.7618 -1.9841  0.2742
78 H 1.2214 4.3376 -0.5788  0.2952
79 H -0.5164 4.7313 -0.7171  0.2972
80 H -1.4598 4.1732 3.8060  0.3333
81 H -1.8428 4.8790 2.2163  0.3292
82 H -0.1570 4.8251 2.7852  0.2602

Values from the calculation:
- total charge = +2
- orbital gap (eV) = 6.58
- total energy (eV) = -69989.1497

Record 3
The following is a DFT calculation (the ωB97M-V functional and the def2-TZVPD basis) of a cluster of 2 separate species, C4H9N2 in total.

Last column: natural (NBO) charge in e.
Geometry (Å):
1 C 0.8683 -0.0976 -2.4869  -0.9053
2 H 1.1966 -0.1511 -3.5354  0.2799
3 H 0.0132 0.5896 -2.4051  0.2235
4 H 1.6954 0.2703 -1.8621  0.2158
5 H 0.5679 -1.0990 -2.1452  0.2235
6 C -1.3072 -0.3445 0.5510  -0.0473
7 C -1.3894 -0.1630 1.9061  -0.0458
8 C 0.6607 0.4111 1.2614  0.2438
9 N -0.0333 0.0181 0.1889  -0.4696
10 N -0.1619 0.3021 2.3091  -0.4585
11 H -2.0449 -0.6976 -0.1695  0.2682
12 H -2.2131 -0.3265 2.6010  0.2691
13 H 1.6954 0.7535 1.2783  0.2612
14 H 0.3492 -0.0044 -0.7736  0.4760
15 H 0.1031 0.5389 3.2822  0.4654

Values from the calculation:
- total charge = +1
- orbital gap (eV) = 11.46
- total energy (eV) = -7267.6887

Record 4
The following is a DFT calculation (the ωB97M-V functional and the def2-TZVPD basis) of the ion C8H7BrF3N2O with charge +1.

Last column: natural (NBO) charge in e.
Geometry (Å):
1 C 0.8554 2.0276 0.1698  -0.2328
2 C -0.2617 1.3321 0.4974  -0.1970
3 C 1.9853 1.3567 -0.3628  -0.1557
4 C 1.9866 0.0153 -0.4415  -0.0439
5 C -0.3436 -0.0415 0.3255  0.1930
6 C 0.9691 -1.9580 0.4947  -0.0458
7 C -2.3444 -1.5550 -0.2365  0.4555
8 C -3.9228 -1.5752 0.0398  0.9443
9 N 0.8481 -0.7265 0.0316  -0.2789
10 N -1.6547 -0.5933 0.3751  -0.4602
11 O -1.6581 -2.5123 -0.8796  -0.5949
12 F -4.5033 -0.6484 -0.7044  -0.2787
13 F -4.3354 -2.7957 -0.2402  -0.2854
14 F -4.1800 -1.2803 1.3268  -0.2972
15 Br 2.4229 -3.0972 0.0940  0.1514
16 H 0.9685 3.0471 0.2796  0.2341
17 H -1.0215 2.0079 0.7113  0.2456
18 H 2.8130 1.8511 -0.6400  0.2373
19 H 2.7346 -0.7121 -0.7414  0.2440
20 H 0.1762 -2.3295 0.9371  0.1872
21 H -2.2987 -0.1227 1.0216  0.4538
22 H -2.3350 -2.9922 -1.3830  0.5245

Values from the calculation:
- total charge = +1
- orbital gap (alpha / beta) (eV) = 5.97 / 6.55
- total energy (eV) = -91621.9120

Record 5
The following is a DFT calculation (the ωB97M-V functional and the def2-TZVPD basis) of an isolated molecule of C24H18BrFN4O2.

Last column: natural (NBO) charge in e.
Geometry (Å):
1 O -5.7341 -2.7750 -0.3435  -0.5954
2 C -4.9777 -1.8481 -0.1667  0.6698
3 C -4.1275 -1.7332 1.1065  -0.3094
4 N -2.7754 -1.3401 0.8314  -0.3797
5 C -1.9922 -1.9210 -0.1172  0.0242
6 C -0.8031 -1.2415 -0.2460  -0.1746
7 C 0.2656 -1.5707 -1.1348  0.0563
8 N 1.3396 -0.8859 -1.1503  -0.2449
9 N 2.3387 -1.2191 -1.9852  -0.4346
10 C 3.5287 -0.5558 -1.9683  0.6508
11 O 4.4128 -0.8059 -2.7567  -0.5764
12 C 3.6099 0.5138 -0.9227  -0.0980
13 C 3.7223 1.8392 -1.3250  -0.1829
14 C 3.7925 2.8569 -0.3904  -0.2137
15 C 3.7654 2.5574 0.9616  -0.1956
16 C 3.6773 1.2415 1.3801  -0.2460
17 C 3.5981 0.2301 0.4377  -0.0581
18 Br 3.5038 -1.5676 1.0530  0.0687
19 C -0.8576 -0.1604 0.6971  -0.0258
20 C 0.0128 0.8773 1.0150  -0.2037
21 C -0.3586 1.7658 1.9993  -0.2243
22 C -1.5745 1.6341 2.6726  -0.2152
23 C -2.4608 0.6236 2.3645  -0.2625
24 C -2.0999 -0.2666 1.3612  0.2109
25 N -4.8098 -0.8808 -1.1013  -0.6499
26 C -4.0350 0.2996 -1.0190  0.1858
27 C -2.9722 0.4894 -1.8975  -0.2247
28 C -2.1931 1.6265 -1.8100  -0.2692
29 C -2.5000 2.5738 -0.8494  0.4038
30 F -1.7400 3.6798 -0.7561  -0.3212
31 C -3.5763 2.4251 0.0060  -0.2619
32 C -4.3451 1.2800 -0.0834  -0.2365
33 H -4.5838 -1.0063 1.7812  0.2353
34 H -4.1609 -2.7166 1.5908  0.2378
35 H -2.3347 -2.7917 -0.6450  0.2208
36 H 0.1211 -2.4386 -1.7910  0.1587
37 H 2.2360 -1.9998 -2.6390  0.3803
38 H 3.7502 2.0594 -2.3815  0.2257
39 H 3.8697 3.8824 -0.7174  0.2200
40 H 3.8196 3.3468 1.6957  0.2196
41 H 3.6647 0.9962 2.4310  0.2325
42 H 0.9482 0.9732 0.4902  0.2369
43 H 0.3000 2.5806 2.2600  0.2139
44 H -1.8270 2.3410 3.4488  0.2135
45 H -3.3979 0.5348 2.8941  0.2110
46 H -5.2733 -1.0651 -1.9826  0.4130
47 H -2.7515 -0.2630 -2.6388  0.2233
48 H -1.3520 1.7806 -2.4661  0.2368
49 H -3.7984 3.1939 0.7280  0.2345
50 H -5.1933 1.1453 0.5702  0.2205

Values from the calculation:
- total charge = 0
- orbital gap (eV) = 8.43
- total energy (eV) = -107995.9769
- structure (SMILES) = O=C(Cn1cc(/C=N/NC(=O)c2ccccc2Br)c2ccccc21)Nc1ccc(F)cc1

Record 6
The following is a DFT calculation (the ωB97M-V functional and the def2-TZVPD basis) of a structure of composition C27H37GeN4O2Pt.

Last column: natural (NBO) charge in e.
Geometry (Å):
1 Pt -0.1979 0.1354 0.2852  1.1820
2 N 0.0818 -1.2381 -1.6066  -0.8561
3 C -0.9221 -2.2946 -1.6802  -0.2352
4 C -1.2638 -2.7801 -0.2786  -0.2349
5 N -1.7189 -1.6999 0.6127  -0.4363
6 C -3.0604 -1.2191 0.2667  -0.2396
7 C -3.2978 0.1830 0.8070  -0.2320
8 N -2.2660 1.0850 0.2808  -0.8347
9 C -1.6430 -2.1253 2.0223  -0.2373
10 C -0.2713 -1.8806 2.6329  -0.2386
11 N 0.0500 -0.4489 2.5910  -0.8447
12 H 0.1971 -0.7753 -2.5014  0.4113
13 H 0.9927 -1.5926 -1.3221  0.4150
14 H -0.5808 -3.1568 -2.2598  0.2158
15 H -1.8005 -1.8947 -2.1876  0.1981
16 H -0.3590 -3.2057 0.1585  0.2157
17 H -2.0198 -3.5719 -0.3421  0.2086
18 H -3.8359 -1.8971 0.6394  0.2150
19 H -3.1412 -1.1782 -0.8196  0.2128
20 H -3.2384 0.1988 1.8947  0.2025
21 H -4.3025 0.5034 0.5236  0.2186
22 H -2.2564 1.9686 0.7801  0.4146
23 H -2.4549 1.3155 -0.6893  0.4003
24 H -1.8977 -3.1860 2.1178  0.2164
25 H -2.3791 -1.5629 2.5978  0.2048
26 H 0.4974 -2.4155 2.0748  0.2176
27 H -0.2732 -2.2691 3.6544  0.2125
28 H 1.0409 -0.2988 2.7500  0.4128
29 H -0.4686 0.0677 3.2919  0.3846
30 O 3.9724 0.4405 -0.4015  -0.6249
31 C 2.8960 0.6945 0.1074  0.7867
32 O 1.9439 -0.1769 0.2744  -0.8641
33 C 2.7005 2.1129 0.7184  -0.5420
34 C 1.2819 2.6500 0.6721  -0.7690
35 Ge 0.6869 3.5956 -0.9994  1.5668
36 C -1.0365 4.4218 -0.4693  -0.4614
37 C -2.2440 4.4049 -1.1681  -0.2258
38 C -3.3867 4.9992 -0.6463  -0.2163
39 C -3.3401 5.6436 0.5808  -0.2023
40 C -2.1375 5.7117 1.2714  -0.2280
41 C -1.0052 5.1046 0.7496  -0.1551
42 C 1.9245 5.0489 -1.4525  -0.4637
43 C 3.2855 4.8289 -1.6619  -0.2159
44 C 4.1276 5.8823 -1.9858  -0.1920
45 C 3.6187 7.1671 -2.1093  -0.1972
46 C 2.2652 7.3966 -1.9139  -0.2231
47 C 1.4242 6.3432 -1.5861  -0.1529
48 C 0.6610 2.3788 -2.5620  -0.3849
49 C -0.4447 2.2108 -3.3970  -0.1805
50 C -0.3337 1.5653 -4.6228  -0.2455
51 C 0.8981 1.0772 -5.0393  -0.2125
52 C 2.0049 1.2130 -4.2098  -0.1964
53 C 1.8875 1.8617 -2.9881  -0.2445
54 H 3.4091 2.7758 0.2276  0.2389
55 H 3.0374 1.9981 1.7529  0.2279
56 H 1.0933 3.3229 1.5102  0.2385
57 H 0.6181 1.7630 0.8845  0.1275
58 H -2.3043 3.9624 -2.1545  0.2053
59 H -4.3116 4.9737 -1.2089  0.2215
60 H -4.2308 6.1031 0.9884  0.2248
61 H -2.0827 6.2471 2.2104  0.2240
62 H -0.0706 5.1815 1.2962  0.2057
63 H 3.7050 3.8330 -1.5798  0.2091
64 H 5.1831 5.6983 -2.1389  0.2204
65 H 4.2786 7.9883 -2.3569  0.2212
66 H 1.8640 8.3969 -2.0142  0.2191
67 H 0.3669 6.5294 -1.4353  0.2048
68 H -1.4070 2.6163 -3.1118  0.1850
69 H -1.2040 1.4674 -5.2601  0.2194
70 H 0.9975 0.6088 -6.0098  0.2247
71 H 2.9672 0.8277 -4.5218  0.2284
72 H 2.7715 1.9542 -2.3683  0.2285

Values from the calculation:
- total charge = +1
- orbital gap (alpha / beta) (eV) = 8.42 / 7.31
- multiplicity = 3
- total energy (eV) = -98411.1084
- expectation value of S² = 2.006